[1]
{"formula": "C4H9N", "method": "wB97M-V/def2-TZVPD", "max_force_ha_per_bohr": 0.0148, "homo_lumo_gap_ha": 0.372, "smiles": "C[C@H]1CN1C", "elements": ["C", "C", "C", "N", "C", "H", "H", "H", "H", "H", "H", "H", "H", "H"], "coordinates": [[1.611, 0.424, -0.088], [0.638, -0.734, -0.169], [-0.378, -0.922, 0.907], [-0.794, -0.670, -0.451], [-1.495, 0.591, -0.558], [2.502, 0.093, 0.464], [1.951, 0.760, -1.074], [1.191, 1.278, 0.451], [1.065, -1.608, -0.667], [-0.546, -0.028, 1.529], [-0.635, -1.870, 1.375], [-2.568, 0.367, -0.575], [-1.310, 1.216, 0.343], [-1.233, 1.102, -1.490]], "atomic_forces_ev_per_a": [[-0.1, 0.1, 0.0], [0.2, 0.0, 0.0], [0.0, -0.2, 0.3], [-0.2, 0.0, -0.1], [-0.1, 0.3, 0.0], [-0.2, 0.1, -0.1], [-0.1, -0.1, 0.1], [0.0, -0.1, -0.1], [-0.1, 0.1, 0.4], [0.4, -0.6, 0.2], [0.2, 0.0, -0.1], [0.2, 0.1, 0.0], [-0.1, 0.2, -0.7], [0.0, 0.1, 0.2]], "lowdin_charge": [-0.0666, -0.3228, -0.1407, -0.1419, -0.1146, 0.0785, 0.0728, 0.0694, 0.1284, 0.0998, 0.0993, 0.0816, 0.0738, 0.0831]}



[2]
{"formula": "C4H9N", "method": "wB97M-V/def2-TZVPD", "max_force_ha_per_bohr": 0.0413, "homo_lumo_gap_ha": 0.383, "smiles": "C=CC.C=N", "elements": ["C", "N", "H", "H", "H", "C", "C", "C", "H", "H", "H", "H", "H", "H"], "coordinates": [[2.084, -2.528, -3.013], [1.016, -3.209, -2.998], [2.691, -2.524, -2.113], [2.289, -2.085, -4.002], [0.377, -3.015, -3.764], [0.106, 1.353, 2.320], [-1.247, 1.819, 1.836], [-2.106, 1.299, 0.956], [0.099, 0.300, 2.593], [0.831, 1.672, 1.579], [0.433, 1.819, 3.251], [-1.628, 2.774, 2.227], [-2.795, 2.033, 0.542], [-2.149, 0.290, 0.586]], "atomic_forces_ev_per_a": [[-1.3, -0.7, -1.6], [-0.6, 0.2, 1.6], [0.5, 0.0, -0.4], [0.9, 0.8, 0.9], [0.5, -0.4, -0.6], [-0.8, 0.0, 0.8], [-0.5, 0.5, 0.3], [0.3, 0.6, 0.2], [0.3, -0.3, -0.7], [0.3, -0.6, -0.2], [-0.4, 0.4, 0.0], [0.8, 0.0, -0.3], [-0.5, -0.6, 0.3], [0.5, -0.2, -0.3]], "lowdin_charge": [-0.1434, -0.0083, 0.0566, 0.0655, 0.0296, -0.1116, -0.2485, -0.0265, 0.0708, 0.0711, 0.0618, 0.0884, 0.0473, 0.0471]}



[3]
{"formula": "C4H9N", "method": "wB97M-V/def2-TZVPD", "max_force_ha_per_bohr": 0.0274, "homo_lumo_gap_ha": 0.350, "smiles": "C=CCNC", "elements": ["C", "N", "C", "C", "C", "H", "H", "H", "H", "H", "H", "H", "H", "H"], "coordinates": [[-0.030, -1.341, -1.533], [0.397, -0.061, -1.010], [0.965, 0.157, 0.287], [-1.095, 1.284, 1.336], [0.074, 0.654, 1.392], [-1.012, -1.211, -1.984], [-0.210, -2.045, -0.716], [0.656, -1.793, -2.252], [-0.168, 0.694, -1.359], [1.304, -0.837, 0.575], [1.824, 0.841, 0.283], [-1.711, 1.296, 2.228], [-1.640, 1.563, 0.442], [0.646, 0.800, 2.311]], "atomic_forces_ev_per_a": [[-0.4, 0.0, 0.9], [0.0, 1.1, -0.9], [-0.4, -0.5, -0.1], [-0.8, -1.0, 0.0], [0.6, 1.2, -0.2], [0.0, -0.1, -0.3], [0.2, -0.2, 0.0], [0.1, 0.1, 0.0], [0.1, 0.1, 0.1], [0.4, 0.1, 0.4], [0.2, -0.2, -0.3], [0.4, 1.0, 0.3], [0.1, -0.5, -0.3], [-0.4, -1.0, 0.4]], "lowdin_charge": [-0.1297, -0.1402, -0.2618, -0.0123, -0.1796, 0.0736, 0.0754, 0.0669, 0.0931, 0.1125, 0.1119, 0.0482, 0.0461, 0.0961]}



[4]
{"formula": "C4H9N", "method": "wB97M-V/def2-TZVPD", "max_force_ha_per_bohr": 0.1048, "homo_lumo_gap_ha": 0.381, "smiles": "CC1(N)CC1", "elements": ["C", "C", "C", "C", "H", "H", "H", "H", "H", "H", "H", "H", "H", "N"], "coordinates": [[0.830, 0.260, -1.348], [0.268, -0.052, -0.025], [-1.021, -0.777, 0.186], [-0.858, 0.767, 0.426], [1.594, 1.017, -1.352], [1.236, -0.746, -1.922], [-0.003, 0.563, -2.013], [1.272, -1.306, 1.504], [0.690, 0.455, 1.980], [-1.847, -1.063, -0.606], [-1.063, -1.449, 0.996], [-0.992, 1.106, 1.458], [-1.320, 1.350, -0.378], [1.213, -0.127, 1.092]], "atomic_forces_ev_per_a": [[0.2, -3.0, -3.0], [0.5, 0.3, 1.7], [-2.2, 0.9, -2.3], [-2.2, -0.5, -0.5], [0.3, 0.2, 0.2], [-0.6, 2.4, 1.6], [0.4, 0.1, 0.3], [-0.2, 4.7, -1.6], [2.2, -2.6, -3.1], [2.3, 0.6, 1.2], [0.0, -0.4, 1.1], [0.3, 0.2, -0.6], [-0.1, 0.0, 0.7], [-0.9, -2.9, 4.4]], "lowdin_charge": [-0.0594, -0.7055, -0.0810, -0.1185, 0.0659, 0.1333, 0.0759, 0.1740, 0.1347, 0.1336, 0.0609, 0.0923, 0.1002, -0.0063]}



[5]
{"formula": "C4H9N2", "method": "wB97M-V/def2-TZVPD", "total_charge": 1, "max_force_ha_per_bohr": 0.0804, "homo_lumo_gap_ha": 0.395, "elements": ["C", "C", "C", "C", "N", "N", "H", "H", "H", "H", "H", "H", "H", "H", "H"], "coordinates": [[0.866, 0.128, 0.518], [-1.853, -0.887, -0.400], [-1.724, -0.073, 0.907], [2.863, 0.513, -0.841], [-0.860, 0.101, -0.243], [2.226, 0.237, 0.226], [0.682, -0.731, 1.203], [0.583, 1.058, 0.988], [-1.455, -1.894, -0.496], [-2.730, -0.828, -1.130], [-2.419, 0.765, 0.965], [-1.435, -0.695, 1.744], [-0.938, 0.999, -0.707], [3.882, 0.696, -0.875], [2.309, 0.611, -1.860]], "atomic_forces_ev_per_a": [[0.8, -0.6, 1.9], [-2.0, -1.2, -0.8], [-1.8, -0.8, -2.0], [-3.9, -0.3, -1.3], [3.3, 1.4, 0.1], [-0.8, 0.1, -1.9], [0.1, 0.5, -0.9], [-0.2, 0.2, 0.2], [0.1, 0.1, 0.7], [1.4, 0.8, 1.1], [0.0, -0.5, 0.7], [0.5, 0.6, 0.2], [-0.4, -0.1, -0.1], [1.9, 0.2, 0.4], [1.0, -0.3, 1.7]], "lowdin_charge": [-0.0085, -0.0777, -0.0593, 0.0582, -0.0716, 0.0203, 0.1291, 0.1194, 0.1222, 0.1540, 0.1329, 0.1236, 0.1594, 0.0655, 0.1324]}



[6]
{"formula": "C4H9N2", "method": "wB97M-V/def2-TZVPD", "total_charge": 1, "max_force_ha_per_bohr": 0.0769, "homo_lumo_gap_ha": 0.369, "smiles": "C1=[NH+]CNCC1", "elements": ["C", "C", "C", "C", "N", "N", "H", "H", "H", "H", "H", "H", "H", "H", "H"], "coordinates": [[0.904, 0.942, -0.311], [0.858, -0.520, -0.805], [-1.169, -0.929, 0.350], [0.064, 1.237, 0.881], [-0.760, 0.348, 1.200], [-0.441, -1.251, -0.913], [1.920, 1.165, 0.000], [0.723, 1.681, -1.183], [1.065, -0.644, -1.809], [1.647, -1.088, -0.220], [-0.865, -1.752, 1.105], [-2.325, -0.782, 0.391], [0.274, 2.123, 1.387], [-1.342, 0.288, 1.981], [-0.927, -0.850, -1.776]], "atomic_forces_ev_per_a": [[-0.4, 0.7, -1.9], [0.4, -1.2, 1.3], [-0.3, -1.4, 1.3], [1.0, -1.3, -2.3], [-0.6, -1.9, -2.1], [-1.9, 3.0, 1.8], [0.3, 0.1, 0.0], [0.0, -0.9, 1.5], [1.8, 0.7, -2.0], [-1.3, 0.3, -0.5], [-0.8, 1.2, -1.2], [2.1, -0.7, -0.8], [-0.2, 1.3, 1.4], [-0.8, 0.8, 1.9], [0.5, -0.7, 1.7]], "lowdin_charge": [-0.1103, -0.1954, -0.0936, 0.0014, 0.1245, -0.0252, 0.1287, 0.1710, 0.0931, 0.1512, 0.1559, 0.1647, 0.1405, 0.1414, 0.1521]}



The records above give, respectively, relative energy (zero: lowest compared OMol25 entry of this formula, charge and spin) values of 1.308; 2.165; 1.548; 2.702; 4.676; 2.433 eV.
The records above give, respectively, highest occupied orbital energy values of -8.93; -9.41; -8.33; -9.34; -14.81; -14.47 eV.